Record 1
Computed, not measured: a structure of composition C21H25NO5 in a non-equilibrium geometry, with ωB97M-V with the def2-TZVPD basis set.

Structure (XYZ):
```
52
Properties=species:S:1:pos:R:3:nbo_charge:R:1
O -1.12 -2.36 -2.06 -0.65
O -3.24 -1.71 0.49 -0.53
O -0.90 -1.80 1.75 -0.52
O -0.98 2.32 -1.95 -0.68
O -1.72 0.05 -2.53 -0.68
N 0.88 2.72 -0.49 -0.52
C -1.49 -0.66 1.34 0.18
C 2.43 -1.30 0.71 -0.21
C 2.64 -1.10 -0.59 -0.13
C -2.54 -0.47 0.76 0.27
C -3.10 0.68 0.44 -0.24
C 3.51 -0.87 1.72 -0.19
C -4.34 -1.64 -0.41 -0.27
C -0.40 2.95 1.59 -0.47
C -0.80 -0.98 -2.04 0.79
C 0.14 2.05 -1.33 0.69
C 0.81 0.93 -1.90 -0.56
C 0.41 -0.30 -1.66 -0.32
C 3.89 -0.57 -1.00 -0.11
C 1.53 -1.60 -1.39 -0.32
C 0.06 3.54 0.48 -0.25
C 4.84 -0.46 -0.17 -0.28
C -0.85 0.36 1.94 -0.20
C -2.42 1.67 0.64 -0.23
C 4.67 -0.59 1.17 -0.23
C -1.20 -3.13 1.30 -0.21
C -1.28 1.66 1.50 0.01
H -4.07 0.91 -0.16 0.25
H -2.71 2.67 0.56 0.20
H 5.46 -0.13 1.88 0.21
H 1.54 2.30 -0.14 0.36
H -4.15 -1.10 -1.36 0.19
H -0.54 -3.58 1.67 0.14
H 5.82 -0.04 -0.31 0.22
H 0.94 -2.54 -1.12 0.27
H -1.24 -3.25 0.11 0.20
H 0.13 -0.41 -0.34 0.28
H 0.76 0.94 -3.08 0.26
H -5.26 -1.06 -0.19 0.17
H -0.94 3.56 2.31 0.26
H 0.40 2.67 2.46 0.21
H 1.60 -1.71 1.40 0.25
H 1.93 0.98 -1.68 0.24
H 4.04 -0.72 -2.28 0.20
H 1.72 -1.61 -2.24 0.16
H 0.20 0.45 2.32 0.23
H 0.85 4.32 0.65 0.22
H -0.60 3.88 -0.19 0.23
H -2.32 -3.29 1.59 0.20
H -4.63 -2.62 -0.76 0.20
H 3.21 -0.84 2.86 0.22
H -1.60 0.81 -2.25 0.47
```

As for the HOMO-LUMO gap: 8.69 eV. For the largest force on an atom, the calculation gives 0.33847 Eh/bohr. The relative energy (zero: lowest compared OMol25 entry of this formula, charge and spin) is 1757.89 kJ/mol. Its charge is 0. Its highest occupied orbital energy is -0.3056 hartree. The total energy comes out at -1245.546210 Ha.


Record 2
Computed, not measured: a structure of composition C27H51AlN2O3P4S2, with ωB97M-V with the def2-TZVPD basis set.

Structure (XYZ):
```
90
Properties=species:S:1:pos:R:3:lowdin_charge:R:1
S -1.91 -0.27 -1.40 0.50
S 1.14 -0.11 -2.43 0.49
P -0.67 -0.83 -2.93 0.01
P 0.34 3.46 -1.33 0.66
P 1.50 -1.15 0.83 0.98
P -1.03 0.61 2.08 1.02
Al -0.02 0.42 -0.30 -0.39
O -1.28 -0.42 -4.30 -0.28
O 0.22 2.18 -0.50 -0.38
O -0.62 -2.38 -2.99 -0.33
N 2.50 -1.00 3.34 0.15
N 0.11 -0.09 4.46 0.16
C -1.06 3.59 -2.42 -0.12
C 1.00 -3.46 -0.59 -0.08
C -2.70 -3.26 -3.96 -0.03
C 1.47 -0.67 2.60 -0.39
C 3.31 -1.13 6.88 -0.04
C 0.01 3.07 2.75 -0.08
C -0.50 -3.37 -5.24 -0.02
C 1.14 -0.47 5.26 -0.19
C -1.99 0.21 -6.47 -0.03
C -2.34 2.96 1.73 -0.09
C 0.37 4.92 -0.31 -0.14
C -0.38 -3.07 1.46 -0.08
C 1.00 -0.43 6.66 0.00
C 2.06 -0.76 7.45 -0.04
C 3.24 -1.06 0.35 -0.21
C 1.03 -2.96 0.86 -0.67
C 0.05 1.32 -5.51 -0.05
C -1.20 -3.40 -3.90 -0.37
C -1.34 2.34 2.73 -0.68
C 2.04 -3.77 1.67 -0.06
C -2.55 -0.30 2.53 -0.20
C -1.97 2.40 4.12 -0.08
C -1.32 0.73 -5.22 -0.40
C 1.85 3.44 -2.27 -0.15
C 0.28 -0.13 3.17 -0.39
C 3.47 -1.19 5.53 0.00
C 2.38 -0.87 4.69 -0.19
H 4.13 -1.38 7.53 0.12
H -1.23 2.62 -2.87 0.03
H 0.04 -0.14 7.08 0.12
H -3.42 0.25 2.18 0.06
H -3.13 -3.24 -2.96 0.09
H 0.58 2.93 1.83 0.05
H -2.39 4.04 1.91 0.10
H -0.73 -4.10 1.34 0.11
H 0.63 2.74 3.59 0.09
H -0.17 4.15 2.89 0.10
H 0.58 -3.36 -5.12 0.10
H 1.96 -0.73 8.53 0.12
H 0.55 5.78 -0.96 0.08
H -3.34 2.56 1.88 0.08
H -2.98 1.97 4.13 0.08
H -0.81 -2.50 -5.82 0.07
H 0.23 -2.96 -1.17 0.04
H -2.07 3.46 4.39 0.10
H 4.41 -1.49 5.07 0.12
H -1.95 3.89 -1.86 0.08
H 1.97 -3.32 -1.09 0.09
H 1.16 4.85 0.43 0.07
H -1.36 -0.54 -6.96 0.09
H -0.86 4.33 -3.20 0.08
H 2.70 3.61 -1.60 0.08
H -0.07 2.13 -6.23 0.10
H 1.95 2.47 -2.76 0.01
H -0.78 -4.27 -5.80 0.10
H 3.00 -3.84 1.16 0.09
H -2.06 2.79 0.69 0.05
H -3.12 -4.11 -4.50 0.10
H -0.93 -4.32 -3.38 0.14
H -1.37 1.91 4.87 0.07
H 0.53 1.71 -4.61 0.03
H 2.21 -3.38 2.67 0.07
H -2.57 -0.40 3.61 0.06
H -1.08 -2.42 0.93 0.05
H -2.99 -2.35 -4.48 0.08
H 1.83 4.24 -3.02 0.08
H 0.78 -4.53 -0.59 0.11
H 3.85 -1.53 1.12 0.05
H 3.39 -1.56 -0.61 0.05
H -2.56 -1.29 2.07 0.03
H -0.39 -2.83 2.52 0.09
H -2.14 1.04 -7.17 0.10
H -2.96 -0.23 -6.25 0.09
H -0.59 5.05 0.19 0.06
H 0.70 0.56 -5.95 0.10
H -1.98 1.46 -4.76 0.13
H 3.54 -0.02 0.24 0.06
H 1.65 -4.79 1.77 0.10
```

As for the HOMO-LUMO gap: 8.20 eV. For the largest force on an atom, the calculation gives 0.01258 Eh/bohr. Its charge is +2. Its highest occupied orbital energy is -0.5070 hartree. The total energy comes out at -3798.731343 Ha.


Record 3
Computed, not measured: a cluster of 2 separate species, C3H4F2N3O2 in total in a non-equilibrium geometry, with ωB97M-V with the def2-TZVPD basis set.

Structure (XYZ):
```
14
Properties=species:S:1:pos:R:3:nbo_charge:R:1
F 0.92 1.67 -0.02 -0.28
F 0.03 2.00 2.90 -0.99
O 1.72 -1.22 -1.59 -0.39
O 2.81 0.03 -0.22 -0.33
N -0.84 -2.80 0.01 -0.34
N 1.81 -0.29 -0.82 0.50
N -1.67 0.56 0.25 -0.76
C -0.45 -0.21 0.31 -0.22
C 0.55 0.51 -0.62 0.31
C -0.61 -1.66 0.05 0.27
H -0.01 -0.12 1.38 0.33
H -1.88 0.75 -0.76 0.34
H -2.43 0.08 0.72 0.38
H 0.04 0.70 -1.60 0.18
```

As for the HOMO-LUMO gap: 6.18 eV. For the largest force on an atom, the calculation gives 0.04037 Eh/bohr. The relative energy (zero: lowest compared OMol25 entry of this formula, charge and spin) is 148.12 kJ/mol. Its charge is -1. Its highest occupied orbital energy is -0.1302 hartree. The total energy comes out at -631.091792 Ha.